{"formula": "C28H38N3O", "method": "ωB97M-V with the def2-TZVPD basis set", "elements": ["C", "N", "C", "O", "C", "C", "C", "C", "C", "C", "C", "C", "N", "C", "C", "C", "C", "C", "C", "C", "C", "C", "C", "C", "C", "C", "H", "H", "H", "H", "H", "H", "H", "H", "H", "H", "H", "H", "H", "H", "H", "H", "H", "H", "H", "H", "H", "H", "H", "H", "H", "H", "H", "C", "C", "C", "N", "C", "C", "H", "H", "H", "H", "H", "H", "H", "H", "H", "H", "H"], "positions_angstrom": [[2.39790, 5.15809, 0.35624], [2.14801, 3.75251, 0.16340], [3.15031, 2.87007, -0.12104], [4.32747, 3.16652, -0.30490], [2.53055, 1.47423, -0.19017], [3.04591, 0.51540, 0.88201], [4.52262, 0.24505, 0.73596], [5.40889, 0.57285, 1.76572], [6.78513, 0.43352, 1.56802], [7.26976, -0.09608, 0.36523], [6.37470, -0.46910, -0.64603], [5.00013, -0.29687, -0.45889], [1.09595, 1.77067, -0.06414], [0.21487, 0.75679, -0.09762], [-1.15646, 0.93747, 0.04351], [-2.16161, -0.03142, 0.01963], [-3.54766, 0.33199, 0.18477], [-4.58490, -0.64390, 0.15896], [-5.92510, -0.30133, 0.33155], [-6.31077, 1.03391, 0.54205], [-7.75397, 1.39727, 0.73136], [-5.31224, 2.01535, 0.56915], [-3.97401, 1.68136, 0.39075], [0.80523, 3.19904, 0.19621], [0.15495, 3.49627, 1.55656], [-0.07464, 3.90249, -0.85203], [3.47095, 5.33979, 0.29350], [1.88365, 5.74520, -0.41040], [2.03080, 5.47166, 1.33805], [2.74332, 1.05142, -1.19080], [2.82820, 0.94111, 1.87197], [2.48034, -0.42195, 0.79022], [5.00432, 0.97254, 2.69948], [7.47535, 0.75173, 2.35280], [8.34341, -0.22400, 0.21748], [6.73932, -0.88042, -1.58880], [4.28671, -0.55724, -1.24635], [0.66323, -0.23448, -0.25242], [-1.45564, 1.96729, 0.20152], [-1.90622, -1.08757, -0.09315], [-4.29855, -1.68792, -0.00027], [-6.69340, -1.07753, 0.30600], [-7.87496, 2.47104, 0.88617], [-8.35978, 1.11836, -0.13617], [-8.19026, 0.88728, 1.59555], [-5.58612, 3.06079, 0.73259], [-3.24043, 2.49205, 0.41711], [0.80578, 3.18996, 2.38478], [-0.01679, 4.58047, 1.62667], [-0.81244, 2.99739, 1.65477], [0.40525, 3.91034, -1.83887], [-1.05753, 3.43083, -0.93311], [-0.22900, 4.94383, -0.53083], [-0.68740, -6.43331, -1.39929], [-2.01683, -5.82510, -0.94636], [-2.12207, -4.32081, -1.21283], [-0.97272, -3.53088, -0.74905], [0.33757, -4.11110, -1.09884], [0.48871, -5.61655, -0.85912], [-0.61777, -7.45517, -1.01406], [-0.64229, -6.47774, -2.49296], [-2.85604, -6.32252, -1.44536], [-2.10556, -5.99866, 0.13347], [-2.29815, -4.15994, -2.29440], [-3.00518, -3.93050, -0.69073], [-1.02828, -2.58906, -1.12854], [0.57443, -3.91433, -2.16146], [1.09509, -3.58340, -0.50561], [0.56184, -5.80884, 0.21856], [1.42407, -5.94620, -1.32715]], "forces_ev_per_angstrom": [[-0.2156, 0.3914, 0.0468], [0.3998, -0.5940, -0.0919], [1.3191, 0.6170, -0.3157], [-1.7116, -0.6374, 0.3782], [0.4997, 0.3315, -0.6872], [-0.1154, -0.0674, 0.3643], [0.1879, -0.0580, 0.0214], [0.0262, 0.0967, -0.4051], [-0.1072, -0.1519, -0.1062], [-0.2971, 0.0394, 0.0596], [-0.1681, 0.0501, 0.1598], [0.3790, 0.1227, 0.1875], [-1.2721, -1.8843, 0.0848], [1.3157, 0.9406, -0.0904], [-1.4118, -0.3787, 0.1052], [0.8947, 1.1201, 0.1551], [-1.2465, 0.4088, 0.1438], [0.3539, 0.0682, -0.0014], [0.3683, 0.0242, -0.0392], [0.1892, -0.3316, -0.0631], [-0.1663, 0.1427, 0.0398], [0.5115, -0.0788, -0.0735], [0.1030, -0.2235, -0.0170], [-0.2407, 1.1746, 0.2768], [0.1567, -0.3132, 0.3763], [0.1175, -0.1780, -0.4868], [-0.1396, -0.1385, -0.0225], [0.1762, 0.0272, 0.0626], [0.1509, 0.0424, -0.0932], [-0.1755, 0.2604, 0.3999], [0.0376, -0.1300, -0.1712], [0.0977, 0.0997, 0.1133], [0.2562, -0.0620, -0.2683], [-0.1953, -0.2068, -0.2684], [-0.3377, 0.0842, 0.0307], [-0.0422, 0.1092, 0.3215], [0.3453, -0.0089, 0.1457], [-0.2777, 0.4115, 0.0235], [-0.0730, -0.4932, -0.1149], [-0.0902, 0.2059, 0.0420], [-0.1882, 0.2941, 0.0652], [0.2914, 0.2069, -0.0012], [0.0391, -0.1020, -0.0169], [0.1526, -0.0323, 0.0362], [0.1386, -0.0164, -0.0714], [0.0935, -0.3604, -0.0662], [-0.3517, -0.2763, 0.0096], [-0.1705, -0.0026, -0.1604], [0.0755, -0.4344, 0.0299], [0.1858, 0.1591, 0.1354], [-0.1407, -0.0746, 0.1939], [0.1780, 0.1812, -0.0978], [0.0691, -0.4220, -0.1730], [-0.0340, 0.2662, -0.0905], [0.2617, 0.1816, 0.3131], [-0.2473, 0.3256, -0.4862], [0.2054, -0.7394, 0.4425], [0.2355, 0.3723, -0.5061], [-0.3493, 0.0821, 0.3201], [0.0089, 0.0646, -0.2169], [-0.0221, -0.0074, 0.0444], [0.0968, 0.0850, 0.1726], [-0.1182, 0.0358, -0.1053], [0.0716, -0.1447, 0.1508], [0.0258, -0.1113, -0.1360], [0.0395, -0.3793, -0.0848], [-0.0527, -0.0849, 0.1048], [-0.0434, -0.0793, -0.1185], [0.0748, 0.0850, -0.0996], [-0.1283, 0.0956, 0.1896]], "nbo_charge": [-0.421, -0.453, 0.676, -0.570, -0.134, -0.423, 0.058, -0.235, -0.179, -0.206, -0.191, -0.245, -0.321, 0.232, -0.376, 0.022, -0.082, -0.129, -0.227, 0.076, -0.649, -0.214, -0.153, 0.324, -0.637, -0.638, 0.266, 0.205, 0.205, 0.241, 0.221, 0.210, 0.211, 0.223, 0.226, 0.223, 0.198, 0.231, 0.218, 0.229, 0.222, 0.234, 0.227, 0.243, 0.243, 0.229, 0.202, 0.234, 0.236, 0.219, 0.237, 0.218, 0.237, -0.399, -0.409, -0.217, -0.639, -0.219, -0.409, 0.219, 0.198, 0.220, 0.202, 0.163, 0.186, 0.337, 0.160, 0.190, 0.203, 0.221], "orbital_gap_ha": 0.2319, "charge": 1, "energy_ev": -36164.43383, "homo_energy_ev": -11.09, "de_lowest_ev": 0.5839, "mol_weight_g_mol": 432.63}